(i)
Density functional theory data (wB97M-V/def2-TZVPD) for a structure of composition C22H41AuClNOP3.

```
70
Properties=species:S:1:pos:R:3:nbo_charge:R:1
Au -0.28591 -0.79265 0.17670 1.04
P -0.55253 0.62547 -1.97060 0.86
P -2.64346 -1.45890 0.23437 1.04
P 2.10752 -0.09262 0.38190 1.00
H -0.35695 -2.81536 -1.25171 0.25
C 0.52804 -2.86946 -0.60223 -0.76
C 0.26258 -2.56060 0.85105 -0.48
H 1.15280 -2.46314 1.47672 0.24
C -0.27679 -0.31589 -3.51650 -0.94
C -2.18011 1.40562 -2.18701 -0.95
C 0.56915 2.05652 -2.20140 -0.94
C -3.01244 -2.67915 1.52984 -0.96
C -3.72288 -0.04060 0.60422 -0.96
C -3.25506 -2.18633 -1.31953 -0.96
C 2.97261 -0.79702 1.83910 -0.97
C 2.37262 1.69449 0.60978 -0.96
C 3.20906 -0.59141 -0.99791 -0.97
H 0.85652 -3.91763 -0.63451 0.35
H -0.47876 -3.21810 1.32225 0.25
H -0.50475 0.31651 -4.38745 0.28
H -0.91940 -1.20524 -3.54040 0.26
H 0.77310 -0.63536 -3.57849 0.26
H -2.14225 2.10951 -3.02961 0.28
H -2.43890 1.96393 -1.28009 0.25
H -2.95187 0.65376 -2.38377 0.25
H 0.22973 2.64559 -3.06918 0.28
H 1.60313 1.72306 -2.37808 0.25
H 0.53540 2.69956 -1.31068 0.25
H -4.10773 -2.77757 1.59394 0.29
H -2.61489 -2.33256 2.49568 0.27
H -2.55838 -3.64620 1.26714 0.27
H -4.73400 -0.43766 0.78097 0.29
H -3.73140 0.64844 -0.25206 0.26
H -3.35417 0.48022 1.50114 0.26
H -4.35142 -2.25213 -1.24206 0.29
H -2.83051 -3.19611 -1.43255 0.28
H -2.97924 -1.56431 -2.18619 0.25
H 3.88239 -0.21368 2.05593 0.29
H 3.25918 -1.84616 1.67410 0.27
H 2.31569 -0.75451 2.71814 0.26
H 3.31596 1.87726 1.14232 0.29
H 1.55409 2.10962 1.20787 0.25
H 2.39797 2.21526 -0.35301 0.27
H 4.19626 -0.11348 -0.89874 0.29
H 2.78088 -0.30266 -1.96770 0.25
H 3.35595 -1.68047 -0.99576 0.27
C 2.77439 -4.93829 1.96653 0.35
C 3.29811 -4.81149 0.62751 -0.24
C 4.65419 -4.69130 0.40643 -0.22
C 5.50289 -4.42563 1.49880 -0.12
C 5.04918 -4.56482 2.82623 -0.22
C 3.71476 -4.84254 3.07650 -0.20
O 1.52846 -5.09859 1.96004 -0.54
H 2.44795 -4.98353 -0.03600 0.21
H 1.33322 -2.28251 -1.06280 0.24
H 5.07133 -4.81057 -0.59418 0.24
H 6.53504 -4.12260 1.31220 0.24
H 5.74138 -4.43535 3.66936 0.26
H 3.32345 -5.10384 4.05671 0.25
Cl -1.45326 0.16641 5.75170 0.14
C -1.24346 0.93938 4.23629 -0.05
C -1.56858 2.28692 4.05529 -0.15
C -1.41336 2.84226 2.78553 -0.15
C -0.95460 2.03396 1.74770 -0.02
N -0.68237 0.73888 1.93503 -0.46
C -0.76788 0.18546 3.15855 -0.01
H -1.93398 2.86243 4.89902 0.28
H -1.64133 3.88088 2.56946 0.26
H -0.80904 2.44190 0.74234 0.22
H -0.49429 -0.86078 3.27833 0.23
```

Summary:
2S+1: 3
total charge: +3
HOMO energy (spin up / spin down): -15.4 / -16.6 eV
orbital gap (spin up / spin down): 5.3042 / 4.1727 eV
E_LUMO (spin up / spin down): -10.14 / -12.39 eV


(ii)
Density functional theory data (wB97M-V/def2-TZVPD) for a structure of composition C22H41AuClNOP3.

```
70
Properties=species:S:1:pos:R:3:nbo_charge:R:1
Au -0.76368 0.04111 0.03305 0.89
P -2.16997 1.83194 0.89653 0.91
P -2.53909 -1.20354 -0.99637 1.00
P 1.31988 0.97842 1.08865 0.99
H -0.95846 0.68005 -2.11784 0.27
C 0.11668 0.69700 -1.97640 -0.83
C 0.70789 -0.64941 -1.76262 -0.17
H 1.46944 -0.83122 -1.00467 0.24
C -2.40577 3.25772 -0.20855 -0.95
C -3.85502 1.37406 1.36533 -0.96
C -1.64768 2.69111 2.41890 -0.95
C -2.08409 -2.63834 -1.99739 -0.97
C -3.67797 -1.87774 0.25353 -0.96
C -3.63620 -0.22226 -2.08011 -0.97
C 2.83973 -0.00551 0.77737 -0.97
C 1.18726 1.05810 2.89597 -0.97
C 1.75820 2.64055 0.47359 -0.98
H 0.47174 1.04472 -2.97188 0.34
H 0.36577 -1.45760 -2.40401 0.25
H -3.13381 3.93083 0.27651 0.28
H -2.79652 2.93643 -1.18330 0.26
H -1.45524 3.79319 -0.34690 0.26
H -4.28237 2.23575 1.89896 0.28
H -3.84480 0.51925 2.05036 0.26
H -4.47432 1.15088 0.48906 0.26
H -2.49711 3.33683 2.72400 0.28
H -0.76549 3.32779 2.22998 0.25
H -1.43696 1.96967 3.23015 0.25
H -2.97767 -3.23294 -2.26446 0.29
H -1.39227 -3.29280 -1.44480 0.27
H -1.58680 -2.32942 -2.93065 0.26
H -4.41313 -2.56362 -0.21586 0.29
H -4.22511 -1.07053 0.77280 0.26
H -3.11033 -2.43156 1.01088 0.26
H -4.55600 -0.78239 -2.30741 0.29
H -3.12717 0.00224 -3.02696 0.27
H -3.91939 0.73196 -1.61709 0.25
H 3.58559 0.29288 1.53041 0.29
H 3.23621 0.19796 -0.23253 0.27
H 2.61512 -1.07643 0.89627 0.26
H 2.20608 1.04483 3.31121 0.28
H 0.62476 0.18442 3.25974 0.26
H 0.67041 1.97707 3.20682 0.27
H 2.56473 3.04966 1.11105 0.29
H 0.89262 3.33106 0.50721 0.26
H 2.13863 2.58371 -0.56412 0.27
C 3.69420 -0.61723 -3.24287 0.40
C 3.62212 0.81705 -3.33653 -0.21
C 4.61199 1.65712 -3.04434 -0.24
C 5.69509 1.11675 -2.33384 -0.09
C 5.92486 -0.28368 -2.38927 -0.21
C 4.95285 -1.12270 -2.83018 -0.21
O 2.56029 -1.15293 -3.26189 -0.56
H 2.55234 0.94864 -3.60029 0.21
H 0.55065 1.44231 -1.28956 0.25
H 4.53818 2.73745 -3.29811 0.26
H 6.47782 1.75905 -1.85520 0.25
H 6.83600 -0.69184 -1.97119 0.26
H 5.01772 -2.23000 -2.78517 0.25
Cl 0.44288 -5.39453 1.80238 0.13
C -0.20348 -3.89089 2.30381 -0.06
C -0.86430 -3.73745 3.52343 -0.14
C -1.39588 -2.50153 3.83396 -0.21
C -1.25705 -1.45150 2.93905 0.00
N -0.63630 -1.60040 1.75753 -0.52
C -0.07899 -2.78704 1.43754 -0.01
H -0.93758 -4.59941 4.17866 0.28
H -1.93195 -2.31239 4.76870 0.27
H -1.66223 -0.45358 3.16092 0.21
H 0.45244 -2.87717 0.47808 0.22
```

Summary:
2S+1: 3
total charge: +3
HOMO energy (spin up / spin down): -15.8 / -16.9 eV
orbital gap (spin up / spin down): 5.2559 / 5.3336 eV
E_LUMO (spin up / spin down): -10.56 / -11.56 eV


Decreasing stability: (i), (ii)


(i)
Density functional theory data (wB97M-V/def2-TZVPD) for a cluster of 3 separate species, C2H9O2S in total.

```
14
Properties=species:S:1:pos:R:3:nbo_charge:R:1
C 1.67804 1.29242 0.34577 -0.62
C 0.31981 1.14062 1.00713 -0.60
S -0.67236 0.04871 0.00783 0.13
H 1.64295 1.49889 -0.72370 0.22
H 2.17691 0.33067 0.49837 0.21
H 2.30460 2.06036 0.80728 0.22
H -0.28088 2.05223 1.14253 0.24
H 0.49330 0.87327 2.05672 0.22
H -0.23546 -0.96459 -3.38976 0.47
H -1.46483 -0.24650 -2.77447 0.47
O -1.14137 -1.08593 -3.09294 -0.94
H -1.54420 -1.93941 0.73323 0.46
H -1.59928 -2.31074 2.11606 0.45
O -1.67721 -2.75001 1.26597 -0.94
```

Summary:
2S+1: 2
HOMO energy (spin up / spin down): -9.8 / -9.4 eV
orbital gap (spin up / spin down): 10.5180 / 7.0024 eV
E_LUMO (spin up / spin down): 0.70 / -2.43 eV


(ii)
Density functional theory data (wB97M-V/def2-TZVPD) for a cluster of 3 separate species, C2H9O2S in total.

```
14
Properties=species:S:1:pos:R:3:nbo_charge:R:1
C -0.73099 2.85850 0.16468 -0.61
C 0.07830 1.69300 0.71037 -0.58
S 0.29119 0.40572 -0.51140 0.11
H -1.74103 2.60815 -0.16728 0.22
H -0.28224 3.31602 -0.70524 0.22
H -0.83396 3.60712 0.93301 0.22
H -0.28704 1.33004 1.67085 0.22
H 1.06876 2.09719 0.93758 0.23
H -1.90458 -2.45102 0.06125 0.47
H -1.34522 -1.04304 0.27605 0.47
O -2.01919 -1.66012 0.60199 -0.96
H 1.73004 -2.05833 -0.76116 0.47
H 2.96159 -2.61151 -0.08535 0.47
O 2.16394 -2.89491 -0.55405 -0.93
```

Summary:
2S+1: 2
HOMO energy (spin up / spin down): -10.0 / -9.6 eV
orbital gap (spin up / spin down): 10.6415 / 6.9535 eV
E_LUMO (spin up / spin down): 0.67 / -2.63 eV


Decreasing stability: (ii), (i)


(i)
Density functional theory data (wB97M-V/def2-TZVPD) for a cluster of 5 separate species, C5H20N10O5 in total.

```
40
Properties=species:S:1:pos:R:3:nbo_charge:R:1
C -16.21664 -12.10563 -16.23438 0.77
O -15.72002 -11.37058 -17.06056 -0.63
N -17.24166 -12.99003 -16.46052 -0.84
N -15.70036 -12.16832 -14.96113 -0.88
H -17.82689 -13.25890 -15.68684 0.37
H -17.76298 -12.77292 -17.29624 0.39
H -16.12443 -12.69641 -14.22175 0.38
H -14.77681 -11.78096 -14.82931 0.42
C -12.92264 -9.28897 -17.63803 0.78
O -12.77738 -8.79277 -18.74480 -0.68
N -12.44878 -10.53723 -17.32246 -0.85
N -13.42595 -8.62422 -16.57526 -0.85
H -12.59915 -10.84135 -16.37362 0.39
H -11.78654 -11.03659 -17.87988 0.40
H -13.67164 -9.07160 -15.70722 0.42
H -13.70444 -7.67002 -16.69945 0.39
C -13.79737 -10.65998 -12.91707 0.78
O -13.41282 -10.38965 -14.05649 -0.74
N -12.97373 -11.20063 -11.98644 -0.84
N -15.05524 -10.37757 -12.48725 -0.86
H -12.00486 -11.23739 -12.26508 0.43
H -13.28615 -11.45638 -11.06935 0.40
H -15.67735 -9.99939 -13.18036 0.40
H -15.38546 -10.41155 -11.53662 0.43
C -16.41721 -9.75598 -8.67894 0.78
O -15.77429 -10.40400 -9.48795 -0.68
N -17.31144 -8.78435 -9.06510 -0.85
N -16.05681 -9.63901 -7.35829 -0.85
H -17.64522 -8.89031 -10.00437 0.41
H -17.54453 -8.03308 -8.44615 0.40
H -15.19713 -10.05626 -7.05404 0.41
H -16.74979 -9.40161 -6.67181 0.39
C -9.85724 -12.35424 -12.77331 0.77
O -9.87513 -11.30213 -12.15400 -0.67
N -9.67864 -13.57097 -12.17058 -0.85
N -10.04111 -12.40466 -14.12813 -0.84
H -9.42543 -14.36501 -12.72651 0.39
H -9.61117 -13.56220 -11.17065 0.41
H -9.83570 -13.24273 -14.64087 0.38
H -9.94256 -11.51462 -14.58680 0.42
```

Summary:
SMILES: NC(N)=O.NC(N)=O.NC(N)=O.NC(N)=O.NC(N)=O
HOMO energy: -8.7 eV
orbital gap: 8.9351 eV
E_LUMO: 0.27 eV


(ii)
Density functional theory data (wB97M-V/def2-TZVPD) for a cluster of 5 separate species, C5H20N10O5 in total.

```
40
Properties=species:S:1:pos:R:3:nbo_charge:R:1
C 17.41548 21.69010 -0.38694 0.77
O 16.39001 21.18310 -0.78929 -0.65
N 18.48018 22.07230 -1.13998 -0.85
N 17.60055 22.03336 0.95494 -0.88
H 19.24440 22.55126 -0.68904 0.41
H 18.44432 22.00872 -2.13967 0.40
H 16.81595 21.65615 1.45987 0.40
H 17.88321 22.99292 1.05799 0.38
C 21.93235 22.44851 -1.73854 0.79
O 21.25562 22.58696 -0.72400 -0.71
N 21.63061 23.14753 -2.86683 -0.84
N 22.96310 21.56718 -1.86628 -0.85
H 22.23393 23.29881 -3.65443 0.39
H 20.96408 23.87527 -2.65845 0.41
H 23.09287 20.96232 -1.07800 0.42
H 23.44959 21.56700 -2.74034 0.39
C 24.06318 21.90573 2.33564 0.77
O 24.81518 22.85444 2.44972 -0.65
N 24.08948 20.81175 3.17100 -0.86
N 23.16900 21.80458 1.29881 -0.86
H 24.84782 20.65244 3.80640 0.41
H 23.24114 20.30156 3.33847 0.39
H 22.63062 20.96914 1.18569 0.39
H 22.96110 22.72009 0.94278 0.42
C 25.44654 17.64497 -3.13668 0.77
O 25.79550 16.51224 -2.86783 -0.64
N 24.76265 18.39623 -2.21395 -0.85
N 25.81168 18.32541 -4.26285 -0.85
H 24.41560 17.90383 -1.41186 0.41
H 24.50523 19.35713 -2.32253 0.37
H 25.85939 19.32658 -4.23509 0.38
H 26.39221 17.84786 -4.92744 0.41
C 20.22261 26.09123 -3.15361 0.76
O 19.24534 25.40830 -3.39394 -0.65
N 20.87676 26.04843 -1.95143 -0.86
N 20.69559 27.07873 -3.97665 -0.85
H 21.54701 26.78432 -1.81840 0.38
H 20.64333 25.46615 -1.16863 0.42
H 21.46072 27.68925 -3.75843 0.39
H 20.26462 27.24401 -4.86757 0.41
```

Summary:
SMILES: NC(N)=O.NC(N)=O.NC(N)=O.NC(N)=O.NC(N)=O
HOMO energy: -9.3 eV
orbital gap: 9.2528 eV
E_LUMO: -0.07 eV


Decreasing stability: (i), (ii)


(i)
Density functional theory data (wB97M-V/def2-TZVPD) for a cluster of 2 separate species, C3H12NOS in total.

```
18
Properties=species:S:1:pos:R:3:nbo_charge:R:1
C -0.48178 0.73119 0.68186 -0.21
C 0.00962 -0.69356 0.32170 -0.43
C -1.22819 -1.59263 0.17602 -0.51
S -0.62125 -3.33651 0.42419 -0.03
N 0.73026 1.63822 0.97390 -0.68
H -1.06906 1.11030 -0.15046 0.24
H -1.08119 0.78991 1.59118 0.22
H 0.75475 -1.05798 1.02080 0.22
H 0.45231 -0.58505 -0.66968 0.21
H -1.64795 -1.56460 -0.82384 0.24
H -1.96977 -1.37367 0.94417 0.22
H -0.69148 -3.68954 -0.88165 0.14
H 1.28011 2.04085 0.19872 0.47
H 0.35726 2.39423 1.54073 0.44
H 1.39528 1.09656 1.52205 0.43
H 1.47490 2.01006 -2.62165 0.50
H 1.18758 0.60982 -2.36509 0.49
O 1.14859 1.47239 -1.88295 -0.98
```

Summary:
total charge: +1
HOMO energy: -12.2 eV
orbital gap: 8.8241 eV
E_LUMO: -3.41 eV


(ii)
Density functional theory data (wB97M-V/def2-TZVPD) for a cluster of 2 separate species, C3H12NOS in total.

```
18
Properties=species:S:1:pos:R:3:nbo_charge:R:1
C -0.06192 -1.16323 -1.18309 -0.23
C -0.29606 -1.23620 0.30520 -0.44
C -1.11226 -0.02089 0.79547 -0.55
S -1.03184 0.20191 2.56940 0.00
N 0.88546 -0.05315 -1.51116 -0.70
H -1.02554 -0.95175 -1.66323 0.23
H 0.23981 -2.13118 -1.57181 0.24
H -0.82446 -2.13947 0.59000 0.26
H 0.63151 -1.29659 0.88722 0.22
H -0.83024 0.88848 0.26728 0.19
H -2.12713 -0.20587 0.46696 0.23
H -1.92475 1.18597 2.60405 0.15
H 0.94500 0.64227 -0.72353 0.48
H 0.55114 0.49774 -2.30400 0.44
H 1.77443 -0.46002 -1.77543 0.44
H 1.92738 2.65194 0.53442 0.52
H 0.93591 1.71425 1.27754 0.50
O 1.34355 1.87578 0.43474 -0.98
```

Summary:
total charge: +1
HOMO energy: -12.8 eV
orbital gap: 9.5025 eV
E_LUMO: -3.32 eV


Decreasing stability: (ii), (i)


(i)
Density functional theory data (wB97M-V/def2-TZVPD) for an isolated molecule of C4H8O4.

```
16
Properties=species:S:1:pos:R:3:nbo_charge:R:1
C 0.40917 0.18718 -0.27743 0.69
C -0.16103 0.83144 2.04023 -0.26
C -0.34030 -0.80425 -1.09993 0.25
C -1.50794 -1.39566 -0.95018 -0.43
O -0.17052 -0.18560 1.05918 -0.57
O 1.78757 0.00187 -0.24538 -0.72
O 0.15217 1.46346 -0.68619 -0.68
O 0.42367 -0.97399 -2.32203 -0.72
H 1.98527 -0.88541 0.07801 0.50
H 0.81669 2.05395 -0.30498 0.49
H 1.01649 -0.22223 -2.46334 0.48
H 0.79648 1.36666 2.05351 0.16
H -0.97028 1.55054 1.86930 0.18
H -0.30311 0.34642 3.00530 0.20
H -2.03035 -1.32677 -0.01514 0.23
H -1.90398 -2.00761 -1.74095 0.22
```

Summary:
SMILES: C=C(O)C(O)(O)OC
HOMO energy: -9.3 eV
orbital gap: 9.9182 eV
E_LUMO: 0.60 eV


(ii)
Density functional theory data (wB97M-V/def2-TZVPD) for a structure of composition C4H8O4.

```
16
Properties=species:S:1:pos:R:3:nbo_charge:R:1
C -0.28899 -0.58083 -2.97421 -0.26
C 0.45847 -0.39565 -0.66497 0.23
C 0.38197 -0.16905 1.67347 0.77
C -0.19217 0.83859 2.71712 -0.17
H -0.64583 -1.65960 -2.76085 0.19
H 0.75518 -0.56229 -3.38958 0.18
H -0.91448 0.03049 -3.56543 0.21
H 1.54217 0.04941 -0.71592 0.17
H 0.47675 -1.61454 -0.68840 0.18
H -0.47779 0.25799 3.59646 0.20
H 0.67425 1.55056 2.97381 0.21
H -1.31090 1.25415 1.08050 0.51
O -0.34155 0.18445 -1.67611 -0.55
O -0.16826 0.16163 0.46000 -0.55
O 1.31478 -0.99290 1.65800 -0.58
O -1.26361 1.64758 2.27610 -0.72
```

Summary:
HOMO energy: -10.3 eV
orbital gap: 11.0125 eV
E_LUMO: 0.74 eV


Decreasing stability: (i), (ii)


(i)
Density functional theory data (wB97M-V/def2-TZVPD) for a cluster of 2 separate species, C4H8O4 in total.

```
16
Properties=species:S:1:pos:R:3:nbo_charge:R:1
C -0.31532 -0.80751 -0.59289 0.31
C -0.85401 -1.34396 0.52810 -0.52
C -1.10235 0.06987 -1.52208 -0.68
C 1.02279 1.06409 0.96240 0.99
O 0.82296 -1.35547 -1.15023 -0.70
O 1.05334 2.22051 0.27944 -0.66
O -0.04050 1.09241 1.83693 -0.68
O 1.98214 0.32915 1.11330 -0.65
H 1.43598 -1.60532 -0.43604 0.49
H 1.91574 2.21434 -0.17366 0.50
H 0.13837 0.36146 2.45636 0.50
H -0.31506 -2.07051 1.12481 0.20
H -1.84678 -1.05813 0.85935 0.21
H -1.60586 0.86532 -0.96536 0.23
H -0.43979 0.53755 -2.25666 0.23
H -1.85166 -0.51382 -2.06377 0.23
```

Summary:
SMILES: C=C(C)O.O=C(O)O
HOMO energy: -8.8 eV
orbital gap: 9.3052 eV
E_LUMO: 0.52 eV


(ii)
Density functional theory data (wB97M-V/def2-TZVPD) for a cluster of 2 separate species, C4H8O4 in total.

```
16
Properties=species:S:1:pos:R:3:nbo_charge:R:1
C 0.13425 -0.88865 -0.48804 0.41
C 0.15121 0.13052 0.52858 0.45
C 0.69472 -2.26938 -0.30817 -0.68
C -1.01342 1.99791 0.34212 -0.06
O 1.14073 0.13507 -0.44419 -0.53
O -0.77515 -0.62101 -1.53949 -0.70
O 0.47009 -0.06605 1.80233 -0.73
O -0.59802 2.55663 -0.86988 -0.70
H 1.75986 -2.31793 -0.20649 0.24
H 0.62449 -3.01154 -1.10766 0.24
H 0.29013 -2.86805 0.57922 0.23
H -0.66294 2.43456 1.26219 0.17
H -2.02102 1.68308 0.36918 0.18
H -0.60247 0.37811 -1.68257 0.50
H 1.46613 -0.02659 2.08286 0.50
H 0.35538 2.72320 -0.77716 0.49
```

Summary:
HOMO energy: -8.4 eV
orbital gap: 8.9538 eV
E_LUMO: 0.53 eV


Decreasing stability: (i), (ii)